Entry 1:
Molecular formula: C24H12F5FeN5O
Method: DFT, ωB97M-V/def2-TZVPD

The geometry in XYZ format:
```
48
Properties=species:S:1:pos:R:3:forces:R:3
Fe 0.5037 -0.9119 -0.2450 -0.509 0.969 0.058
C -1.8692 -4.0016 0.1364 0.143 -0.069 -0.087
C -3.0914 -3.3388 0.2543 -0.008 0.056 -0.029
C -3.2774 -2.1357 -0.3820 0.009 -0.037 0.017
C -2.2172 -1.5526 -1.0967 0.215 -0.331 0.098
N -1.0159 -2.1796 -1.1681 0.230 0.305 0.492
C -0.8742 -3.3876 -0.5856 -0.290 -0.117 0.004
N -2.4583 -0.3978 -1.7876 -0.298 0.316 -0.222
C -1.5820 0.5254 -1.9685 0.062 -0.301 0.221
N -0.3529 0.6112 -1.3824 0.287 -0.547 0.207
C 0.3413 1.6406 -1.9473 0.243 -0.212 0.230
N 1.5758 1.9374 -1.7435 -0.123 0.421 -0.219
C 2.4436 1.1402 -1.0489 0.179 -0.340 0.098
C 3.4731 1.7544 -0.3153 0.019 -0.024 0.015
C 4.4088 0.9804 0.3278 -0.034 0.025 -0.033
C 4.3668 -0.4074 0.1966 -0.002 -0.154 -0.116
C 3.3464 -0.9495 -0.5470 0.259 0.193 0.020
N 2.3821 -0.2122 -1.1348 -0.433 -0.095 0.514
C -0.5518 2.3727 -2.8708 -0.362 -0.050 -0.074
C -0.3716 3.5049 -3.6368 0.103 -0.017 0.002
C -1.4467 3.9387 -4.4070 0.043 0.029 0.006
C -2.6494 3.2405 -4.4204 -0.041 -0.021 0.004
C -2.8178 2.0844 -3.6641 -0.037 -0.101 0.002
C -1.7579 1.6724 -2.8844 0.217 0.298 -0.076
H -1.6984 -4.9645 0.5957 0.000 0.011 -0.003
H -3.8903 -3.7793 0.8362 -0.027 0.024 -0.019
H -4.2173 -1.6051 -0.3383 0.007 0.009 -0.021
H 0.0871 -3.8684 -0.7357 0.015 0.025 0.087
H 3.4903 2.8334 -0.2643 -0.010 -0.002 -0.022
H 5.1839 1.4414 0.9261 -0.008 0.039 -0.019
H 5.1022 -1.0446 0.6658 -0.015 0.004 -0.001
H 3.2795 -2.0204 -0.7098 -0.030 -0.002 0.091
H 0.5770 4.0254 -3.6394 -0.024 0.032 0.032
H -1.3467 4.8342 -5.0065 0.003 -0.011 -0.013
H -3.4666 3.6036 -5.0300 0.008 -0.009 -0.013
H -3.7395 1.5179 -3.6871 -0.017 0.038 0.032
F 0.4810 -0.5129 7.1231 0.002 0.014 0.048
C 0.4148 -0.5377 5.7879 -0.010 -0.013 -0.112
C -0.8093 -0.6141 5.1455 0.095 0.021 0.048
F -1.9307 -0.6595 5.8689 -0.064 -0.003 0.025
C -0.8758 -0.6465 3.7665 0.084 -0.037 -0.309
F -2.0750 -0.7302 3.1724 -0.059 -0.011 0.044
C 0.2702 -0.6130 2.9556 0.252 -0.026 0.687
O 0.2158 -0.6560 1.6635 0.029 -0.277 -1.538
C 1.4903 -0.5269 3.6489 -0.187 -0.030 -0.275
F 2.6202 -0.4898 2.9218 0.103 -0.005 0.052
C 1.5697 -0.4938 5.0254 -0.081 0.009 0.055
F 2.7597 -0.4214 5.6287 0.061 0.005 0.013
```
Positions in Å, forces in eV/Å.

Summary:
spin multiplicity: 5
Kohn-Sham gap (spin up / spin down): 7.44 / 7.48 eV
HOMO energy (spin up / spin down): -8.07 / -8.12 eV


Entry 2:
Molecular formula: C24H14Br2F3N4O5Pd
Method: DFT, ωB97M-V/def2-TZVPD

The geometry in XYZ format:
```
53
Properties=species:S:1:pos:R:3:forces:R:3
Pd 0.0267 0.5855 -0.9097 0.542 0.342 0.012
O 2.6019 -3.1987 -1.3113 -0.116 -0.263 0.074
C 1.6529 -4.1109 -1.0408 0.221 0.252 -0.137
C 2.0652 -5.4363 -0.9209 0.090 -0.187 0.010
C 1.1461 -6.4281 -0.6631 0.074 -0.029 0.000
C -0.2140 -6.1348 -0.5098 0.009 -0.076 0.002
C -0.6267 -4.8334 -0.6089 -0.038 0.092 -0.005
C 0.2924 -3.7995 -0.8726 -0.176 0.102 -0.022
C -0.1621 -2.4225 -0.9457 0.364 -0.018 -0.190
O 0.6302 -1.4895 -1.2943 -0.439 -0.169 0.133
N -1.4289 -2.1483 -0.5684 -0.012 0.105 0.464
N -1.7536 -0.9073 -0.7350 -0.272 -0.198 -0.134
C -2.9147 -0.3780 -0.6687 -0.048 0.191 -0.146
C -3.0219 1.0397 -1.0081 0.102 -0.112 0.000
C -4.1930 1.7613 -0.8705 -0.176 -0.028 -0.010
C -4.2127 3.0802 -1.2980 -0.097 0.018 0.030
C -3.0729 3.6298 -1.8578 -0.034 0.051 -0.034
C -1.9338 2.8486 -1.9488 0.058 -0.172 -0.062
N -1.9102 1.5835 -1.5323 0.076 0.034 0.190
H 2.1812 -2.3270 -1.4074 -0.034 0.038 0.020
H 3.1189 -5.6522 -1.0471 -0.067 -0.012 0.009
H 1.4847 -7.4537 -0.5799 -0.005 0.034 -0.010
H -0.9286 -6.9238 -0.3186 0.035 0.018 0.005
H -1.6719 -4.5801 -0.4912 0.017 0.017 0.004
H -3.7856 -0.9929 -0.4713 -0.034 -0.035 -0.079
H -5.0726 1.2906 -0.4492 0.044 0.045 -0.005
H -5.1156 3.6693 -1.2019 0.019 -0.021 -0.010
H -3.0591 4.6459 -2.2262 0.005 -0.024 0.005
H -1.0174 3.2288 -2.3776 0.055 0.014 0.035
Br 1.5520 5.4761 0.2525 -0.021 -0.020 -0.014
C 1.1282 4.1200 1.4434 -0.049 -0.081 -0.127
C 1.3279 4.2876 2.7995 -0.033 -0.090 0.028
C 1.0230 3.2682 3.6837 0.000 0.006 0.049
Br 1.2983 3.5755 5.4987 0.009 -0.015 0.041
C 0.5063 1.9986 3.2388 0.054 0.078 0.128
C 0.2023 0.9228 4.0891 0.010 0.035 0.074
C -0.2738 -0.2465 3.5539 0.002 -0.015 0.019
C -0.4457 -0.3372 2.1720 0.008 -0.044 -0.015
N -0.1705 0.6686 1.3616 -0.154 -0.138 -0.167
C 0.3011 1.8170 1.8711 0.050 0.078 -0.054
C 0.6000 2.8872 0.9093 0.055 0.050 0.114
O 0.4051 2.7216 -0.3043 -0.056 0.102 -0.069
H 1.7263 5.2219 3.1698 -0.008 -0.018 0.012
H 0.3493 1.0217 5.1557 0.004 0.000 -0.006
H -0.5081 -1.0948 4.1814 0.000 0.014 -0.016
H -0.8051 -1.2517 1.7128 0.001 0.027 0.014
F 3.9511 0.4558 -3.5074 0.066 -0.050 -0.108
C 3.8311 1.0246 -2.3143 -0.134 0.055 0.039
F 4.0985 2.3322 -2.4340 0.050 0.076 -0.013
F 4.7172 0.4874 -1.4857 0.115 -0.050 0.048
C 2.3980 0.8636 -1.7788 -0.263 0.052 0.164
O 1.4483 1.0119 -2.5831 0.116 -0.053 0.135
O 2.2340 0.6218 -0.5508 0.011 -0.005 -0.425
```
Positions in Å, forces in eV/Å.

Summary:
charge: +1
spin multiplicity: 5
Kohn-Sham gap (spin up / spin down): 7.09 / 5.07 eV
HOMO energy (spin up / spin down): -10.99 / -10.97 eV


Entry 3:
Molecular formula: C24H14Co2O6
Method: DFT, ωB97M-V/def2-TZVPD

The geometry in XYZ format:
```
46
Properties=species:S:1:pos:R:3:forces:R:3
O -3.4743 1.8848 1.5433 -1.009 -0.285 0.452
C -2.6122 1.8692 0.7859 1.439 0.937 0.142
Co -1.2333 1.8229 -0.3257 -2.267 -1.237 -1.784
C -1.0927 0.0605 -0.3611 0.408 0.081 -0.032
O -1.0190 -1.0839 -0.3664 -0.202 -0.619 0.004
C -2.2084 2.2557 -1.7376 1.053 0.957 -0.335
O -2.8492 2.5248 -2.6699 -0.230 -0.352 0.230
C -0.0937 2.6163 1.1709 0.218 1.643 3.931
C 0.7781 1.9160 1.9278 -2.911 0.978 0.029
C 0.9781 1.5494 3.3362 1.485 -1.394 -1.666
C 1.1571 0.0036 3.3868 -0.847 0.073 0.908
C 0.4623 -0.8409 4.2678 0.384 -0.319 -0.019
C 0.7394 -2.2193 4.3075 0.144 0.222 -0.289
C 1.6420 -2.7977 3.4038 -0.260 0.206 0.152
C 2.2943 -1.9715 2.4928 -0.062 0.591 0.315
C 2.0757 -0.5829 2.5286 0.858 -0.687 -0.195
Co 1.2376 1.9380 0.1568 3.133 -2.194 -4.785
C 0.6235 2.1663 -1.5842 0.557 0.815 0.553
O 0.8369 2.3419 -2.7242 -0.629 -0.260 0.336
C 1.7065 0.3091 -0.3421 0.170 -1.507 -0.260
O 2.0627 -0.6925 -0.8220 -0.014 0.811 0.314
C 2.8192 2.7245 0.0331 -0.286 0.805 0.297
O 3.8840 3.1408 -0.1466 0.487 -0.057 -0.156
H -0.3276 3.6788 1.3441 -0.855 -0.385 0.174
H 2.0129 1.9069 3.5039 -0.135 -0.005 0.804
H -0.2531 -0.4111 4.9709 0.249 -0.236 -0.184
H 0.2773 -2.8529 5.0617 -0.132 0.129 -0.121
H 1.8395 -3.8743 3.4191 -0.111 0.349 0.022
H 3.0092 -2.3868 1.7801 -0.204 0.161 0.158
H 2.6921 0.0525 1.8961 -0.331 -0.070 0.061
C -0.9004 2.1694 6.4830 -0.208 -0.821 -1.201
C -1.1060 1.6933 5.2056 1.284 1.042 1.027
C -0.0332 2.2743 4.1935 -2.011 1.129 2.515
C 0.6818 3.1967 5.1551 0.474 -0.108 0.617
C 0.2787 3.0126 6.5040 1.261 0.159 -0.553
C 1.1155 3.4502 7.5519 0.113 0.008 -0.378
C 2.3173 4.1003 7.2333 -0.075 0.257 -0.408
C 2.6161 4.4241 5.8946 -0.429 -0.113 -0.110
C 1.7795 3.9824 4.8540 0.381 0.344 0.389
H -1.4440 1.9695 7.4095 -0.228 -0.100 -0.547
H -1.9862 1.1732 4.8904 -0.167 -0.481 -0.179
H -0.6614 2.8504 3.5034 0.079 -0.016 -0.140
H 0.8918 3.2243 8.5978 -0.068 0.043 -0.304
H 3.0462 4.3766 8.0071 -0.486 -0.101 -0.208
H 3.5134 4.9955 5.6403 -0.262 -0.198 0.201
H 1.9747 4.2236 3.8077 0.240 -0.198 0.223
```
Positions in Å, forces in eV/Å.

Summary:
charge: -2
spin multiplicity: 1
Kohn-Sham gap: 3.17 eV
HOMO energy: 1.38 eV